## P
{"formula": "C7H15N2", "method": "ωB97M-V with the def2-TZVPD basis set", "species": ["C", "N", "C", "N", "C", "C", "C", "C", "C", "H", "H", "H", "H", "H", "H", "H", "H", "H", "H", "H", "H", "H", "H", "H"], "coordinates": [[-4.08, -0.12, -0.07], [-2.63, -0.10, 0.16], [-1.91, 0.46, -0.73], [-0.46, 0.60, -0.67], [0.33, 0.07, 0.20], [-0.23, -0.50, 1.43], [1.88, -0.26, -0.03], [2.37, 0.24, -1.38], [2.95, 0.08, 1.05], [-4.71, 0.29, 0.68], [-4.39, 0.18, -1.03], [-4.26, -1.20, -0.03], [-2.35, 0.96, -1.54], [-0.12, 0.85, -1.61], [-0.72, 0.26, 2.02], [0.42, -1.09, 2.04], [-1.21, -1.00, 1.02], [1.73, -1.35, -0.14], [3.22, -0.47, -1.65], [2.74, 1.27, -1.43], [1.65, 0.17, -2.20], [3.96, -0.38, 0.95], [2.70, -0.15, 2.06], [3.11, 1.19, 0.91]], "smiles": "C/N=C/[NH+]=C(\\C)C(C)C", "e_homo_ev": -14.31, "total_charge": 1}



## Q
{"formula": "C7H15N2", "method": "ωB97M-V with the def2-TZVPD basis set", "species": ["C", "C", "C", "C", "C", "C", "C", "N", "N", "H", "H", "H", "H", "H", "H", "H", "H", "H", "H", "H", "H", "H", "H", "H"], "coordinates": [[-2.84, -0.61, -0.26], [-2.56, 0.82, -0.29], [-0.95, 1.15, -0.36], [1.39, -1.91, 0.03], [2.07, 0.42, -0.81], [-0.20, 0.03, 1.57], [0.91, -0.54, -0.69], [-1.98, -1.50, -0.15], [-0.13, 0.15, 0.17], [-3.81, -0.96, -0.46], [-3.02, 1.29, -1.13], [-3.03, 1.34, 0.53], [-0.71, 1.41, -1.31], [-0.86, 2.08, 0.17], [2.04, -2.38, -0.82], [1.98, -1.64, 0.90], [0.56, -2.53, 0.30], [2.37, 0.64, 0.29], [1.66, 1.20, -1.46], [3.03, 0.00, -1.19], [0.44, 0.79, 1.91], [-1.22, 0.10, 2.01], [0.38, -0.93, 1.87], [0.45, -0.67, -1.71]], "e_homo_ev": [-14.66, -14.06], "total_charge": 1}



Stability check: which of them is least stable? Q.



## P
{"formula": "C4H10NO3", "method": "ωB97M-V with the def2-TZVPD basis set", "species": ["C", "N", "C", "C", "O", "C", "O", "O", "H", "H", "H", "H", "H", "H", "H", "H", "H", "H"], "coordinates": [[-0.90, -0.19, -1.26], [-0.32, 0.17, 0.05], [-1.28, -0.04, 1.21], [1.01, -0.55, 0.06], [0.92, -1.87, -0.05], [2.15, 0.15, 0.04], [3.36, -0.46, -0.16], [2.07, 1.52, 0.20], [-0.79, -1.33, -1.40], [-1.99, -0.19, -1.11], [-0.49, 0.54, -2.04], [0.06, 1.14, 0.09], [-1.92, -0.91, 0.99], [-0.76, -0.16, 2.15], [-1.83, 0.98, 1.20], [1.82, -2.08, -0.29], [3.84, -0.05, -0.90], [2.93, 1.83, -0.03]], "smiles": "C[NH+](C)C(O)=C(O)O", "e_homo_ev": -12.90, "total_charge": 1}



## Q
{"formula": "C4H10NO3", "method": "ωB97M-V with the def2-TZVPD basis set", "species": ["C", "O", "C", "C", "C", "O", "O", "N", "H", "H", "H", "H", "H", "H", "H", "H", "H", "H"], "coordinates": [[-0.44, -0.48, -0.79], [0.30, -1.24, 0.09], [-1.74, -0.11, -0.06], [-2.81, 0.53, -0.78], [3.52, -0.18, 0.10], [3.67, -0.92, 1.29], [2.52, 0.15, -0.48], [-1.36, 0.85, 1.11], [-0.04, 0.52, -1.06], [-0.75, -0.95, -1.75], [1.26, -1.06, 0.09], [-2.02, -1.09, 0.42], [-2.71, 1.60, -0.84], [-3.77, 0.13, -1.06], [4.52, -0.22, -0.39], [-1.82, 1.67, 0.70], [3.41, 0.10, 1.39], [-1.76, 0.71, 2.03]], "e_homo_ev": -14.53, "total_charge": 1}



Stability check: which of them is least stable? Q.



## P
{"formula": "CH4N2O2S", "method": "ωB97M-V with the def2-TZVPD basis set", "species": ["C", "N", "N", "O", "O", "S", "H", "H", "H", "H"], "coordinates": [[-0.20, -0.01, -0.36], [0.93, -0.44, 1.79], [-0.91, 1.15, -0.57], [0.61, -0.74, 2.89], [-0.25, -0.27, 0.98], [1.40, -0.04, -1.05], [-0.82, -1.32, -1.03], [-0.40, 2.01, -0.94], [-1.94, 1.09, -0.88], [1.59, -1.44, -0.82]], "multiplicity": 3, "e_homo_ev": [-7.82, -9.51], "total_charge": 0, "s_squared": 2.01}



## Q
{"formula": "CH4N2O2S", "method": "ωB97M-V with the def2-TZVPD basis set", "species": ["C", "N", "N", "O", "O", "S", "H", "H", "H", "H"], "coordinates": [[-1.22, 0.81, -0.93], [1.73, -0.63, 1.57], [0.90, -1.34, 1.96], [1.18, -0.48, -0.61], [-1.34, -0.53, -0.59], [0.05, -1.44, -0.52], [-0.18, 1.14, -0.72], [-1.95, 1.33, -0.30], [-1.43, 1.05, -1.99], [2.27, 0.08, 2.13]], "multiplicity": 3, "e_homo_ev": [-7.08, -10.75], "total_charge": 0, "s_squared": 2.01}



Stability check: which of them is least stable? P.